{"formula": "C2H6N2O", "method": "the ωB97M-V functional and the def2-TZVPD basis", "symbols": ["C", "H", "H", "C", "N", "H", "H", "H", "H", "N", "O"], "xyz": [[1.2706, -0.5172, 0.0744], [2.2006, 0.1341, -0.0681], [-1.8568, 1.1272, -0.5678], [-0.0253, 0.1295, -0.0019], [-1.2589, -0.6745, -0.2651], [-1.1389, -1.6556, -0.0094], [0.8441, 2.0128, -0.0605], [1.0151, -0.7718, 1.2237], [1.4067, -1.3424, -0.5341], [-0.0663, 1.4522, -0.0205], [-2.3909, 0.1057, 0.2293]], "e_homo_ev": -8.916, "charge": 0, "e_lumo_ev": 0.70, "max_force_ev_per_a": 5.30, "orbital_gap_ev": 9.6}